No. 1
# C6H14O

A single C6H14O molecule in a non-equilibrium geometry (wB97M-V/def2-TZVPD, the Open Molecules 2025 dataset).

- Energy above the lowest of the compared OMol25 structures with the same formula, charge and spin: 128.5 kJ/mol
- SMILES: CCCCCCO
- Frontier orbital gap: 11.27 eV
- E: -8495.560 eV
- LUMO level: 0.03712 hartree

Structure (ORCA input):
```
! RIJCOSX wB97M-V def2-TZVPD def2/J DEFGRID3
* xyz 0 1
C 0.33281 -2.28424 -1.80266
C 1.34827 -1.18335 -1.37354
C 0.73202 0.18115 -0.91832
C -0.35395 0.02561 0.17170
C -0.26306 1.40192 0.96411
C -1.43271 1.76887 1.85632
O -1.47117 1.02607 3.08454
H -0.14039 -1.83973 -2.67553
H -0.37193 -2.32939 -0.96962
H 0.80960 -3.26432 -1.74960
H 2.03519 -1.69784 -0.68641
H 1.95862 -0.89678 -2.24195
H 0.51421 0.83262 -1.78756
H 1.55181 0.71996 -0.43635
H -0.10477 -0.84138 0.77837
H -1.36752 -0.08275 -0.20886
H -0.07927 2.18513 0.22171
H 0.69082 1.34440 1.52101
H -1.30828 2.83136 2.11885
H -2.34290 1.68418 1.23946
H -0.73738 0.41850 2.89432
*
```

---

No. 2
# C3H7N3O

A molecular structure, C3H7N3O in a non-equilibrium geometry (wB97M-V/def2-TZVPD, the Open Molecules 2025 dataset).

- Energy above the lowest of the compared OMol25 structures with the same formula, charge and spin: 805.2 kJ/mol
- Frontier orbital gap: 8.22 eV
- E: -9734.688 eV
- LUMO level: -0.00593 hartree

Structure (ORCA input):
```
! RIJCOSX wB97M-V def2-TZVPD def2/J DEFGRID3
* xyz 0 1
C 1.19593 -0.93375 0.89755
C 1.06744 0.07506 -0.23367
C 0.22142 1.27571 -0.16422
H -1.22073 -0.45283 0.21695
H -2.10032 -0.84253 1.90534
H 2.30850 -1.56148 1.13352
H 2.15702 0.18187 -0.47178
H 0.46177 -0.21921 -1.10730
H 0.46247 2.36332 0.01315
H -1.73259 0.63454 -2.59914
N -1.09624 -0.70469 1.26443
N 0.20788 -1.38614 1.61751
N -0.74754 1.38960 -0.96209
O -1.18504 0.18053 -1.51026
*
```

---

No. 3
# C10H12N

A gas-phase ion, C10H12N (charge +1) in a non-equilibrium geometry (wB97M-V/def2-TZVPD, the Open Molecules 2025 dataset).

- Energy above the lowest of the compared OMol25 structures with the same formula, charge and spin: 481.5 kJ/mol
- Frontier orbital gap (spin up / spin down): 6.89 / 6.88 eV
- E: -12043.059 eV
- LUMO level (spin up / spin down): -0.15584 / -0.15589 hartree

Structure (ORCA input):
```
! RIJCOSX wB97M-V def2-TZVPD def2/J DEFGRID3
* xyz 1 1
C 0.61417 1.65691 -3.19927
C 1.60329 1.43572 -2.29422
C -0.66210 1.18810 -2.78127
C 1.30386 0.78714 -1.13738
C -0.91169 0.46981 -1.64636
C 0.64185 -0.38137 1.59780
C 0.99039 -1.12443 2.68165
C 0.01094 -0.49185 0.34460
C -2.29600 -0.09521 -1.42673
C 0.64228 -1.51778 3.98538
N 0.16348 0.26862 -0.79339
H 0.52115 2.17234 -4.13075
H 2.72362 1.63792 -2.42716
H -1.43331 1.67431 -3.30138
H 2.16881 0.70726 -0.49997
H 1.35738 0.44107 1.66694
H -0.70449 -1.24435 0.31728
H -2.22510 -1.15930 -1.85776
H -2.58103 -0.08562 -0.35541
H -2.98076 0.58434 -1.95740
H 1.54357 -1.51033 4.68962
H 0.36233 -2.61244 3.80259
H -0.21761 -0.95420 4.48198
*
```

---

No. 4
# C16H21N3O5S

A single C16H21N3O5S molecule (wB97M-V/def2-TZVPD, the Open Molecules 2025 dataset).

- Energy above the lowest of the compared OMol25 structures with the same formula, charge and spin: 88.0 kJ/mol
- SMILES: CCOCCn1cnc2sc(C(=O)NCC(=O)OCC)c(C)c2c1=O
- Frontier orbital gap: 8.60 eV
- E: -42477.060 eV
- LUMO level: 0.00271 hartree

Structure (ORCA input):
```
! RIJCOSX wB97M-V def2-TZVPD def2/J DEFGRID3
* xyz 0 1
C -4.59146 -2.47160 5.74418
C -4.37390 -1.04830 6.25396
O -3.06515 -0.54724 6.08432
C -2.67198 -0.24952 4.76955
C -1.77780 -1.35007 4.16259
N -1.46099 -1.04745 2.78291
C -2.26592 -1.48050 1.78857
N -2.11145 -1.23996 0.53381
C -1.04007 -0.48542 0.21420
S -0.64366 -0.05027 -1.40037
C 0.76667 0.83572 -0.84251
C 1.64157 1.51731 -1.81017
O 2.59907 2.19746 -1.48606
N 1.27897 1.37309 -3.11260
C 2.12592 1.85484 -4.16997
C 2.36028 0.75908 -5.19516
O 1.80255 -0.30737 -5.17315
O 3.23154 1.13876 -6.12032
C 3.52002 0.19259 -7.15791
C 4.49505 0.83124 -8.12754
C 0.90774 0.79135 0.52303
C 1.98809 1.43109 1.31620
C -0.13036 0.02857 1.13153
C -0.32667 -0.23529 2.53817
O 0.35291 0.15213 3.46273
H -3.82752 -3.13289 6.14557
H -4.56548 -2.51104 4.65735
H -5.56568 -2.82388 6.07240
H -4.53058 -1.01919 7.33497
H -5.09863 -0.37118 5.77704
H -3.54607 -0.08413 4.12376
H -2.08908 0.67695 4.81397
H -2.27120 -2.32115 4.21359
H -0.84241 -1.38596 4.72567
H -3.11158 -2.09061 2.07681
H 0.61415 0.66097 -3.38187
H 3.07520 2.18085 -3.73235
H 1.67376 2.71500 -4.67964
H 3.94138 -0.70975 -6.70181
H 2.58211 -0.08216 -7.65287
H 4.73051 0.12945 -8.92210
H 5.41065 1.10496 -7.61087
H 4.05993 1.72737 -8.56114
H 2.65636 1.99155 0.67215
H 2.54458 0.66579 1.85526
H 1.54862 2.08879 2.06412
*
```

---

No. 5
# C36H40N3PRbS2SbSe4

A molecular structure, C36H40N3PRbS2SbSe4 in a non-equilibrium geometry (wB97M-V/def2-TZVPD, the Open Molecules 2025 dataset).

- Energy above the lowest of the compared OMol25 structures with the same formula, charge and spin: 149.2 kJ/mol
- Frontier orbital gap: 4.10 eV
- E: -341991.238 eV
- LUMO level: 0.12090 hartree

Structure (ORCA input):
```
! RIJCOSX wB97M-V def2-TZVPD def2/J DEFGRID3
* xyz -2 1
Rb 0.22734 -1.38997 -1.41869
C -3.39736 -3.89857 -1.15519
C -2.10386 -4.60927 -1.59119
N -1.08446 -4.44457 -0.58239
C -1.24866 -5.22287 0.61461
C -0.73466 -4.46697 1.83511
S -1.49006 -2.82897 2.18491
C -3.27726 -3.00707 1.83921
C -3.74516 -2.21097 0.61581
N -3.07516 -2.60297 -0.59059
H -4.06186 -3.81657 -2.02659
H -3.91956 -4.49967 -0.40259
H -2.33096 -5.66987 -1.80939
H -1.74156 -4.14017 -2.50679
H -0.16476 -4.59707 -0.99339
H -2.30656 -5.46887 0.75751
H -0.70416 -6.18587 0.59101
H -0.84326 -5.07337 2.73721
H 0.31804 -4.22327 1.69451
H -3.48816 -4.06747 1.73581
H -3.78946 -2.63407 2.72801
H -4.85086 -2.32217 0.56271
H -3.52216 -1.15527 0.79261
H -3.12496 -1.88407 -1.29969
Se 2.93284 -3.55967 -6.26869
Sb 1.96484 -2.51687 -4.26959
Se 2.16984 -3.99447 -2.21859
Se -0.54166 -2.14157 -4.52339
Se 3.04914 -0.30667 -3.71599
N 1.25984 -1.32657 0.97491
S 2.33214 -1.51007 2.07181
C 1.69894 -0.44447 3.42901
C 2.03594 -0.73947 4.73771
C 1.40044 -0.08127 5.77741
C 0.43534 0.87213 5.50311
C 0.11464 1.17603 4.18991
C 0.73794 0.50943 3.15131
C 3.69224 -0.43387 1.50341
C 4.53234 0.21633 2.38781
C 5.62544 0.90623 1.89281
C 5.85974 0.95893 0.52701
C 5.01044 0.31153 -0.35349
C 3.93694 -0.40477 0.14141
H 0.90684 -2.22717 0.67291
H 2.77174 -1.50417 4.93431
H 1.64794 -0.32737 6.80061
H -0.07906 1.37073 6.31241
H -0.63766 1.92313 3.97651
H 0.46484 0.68903 2.12111
H 4.33064 0.17593 3.44911
H 6.30384 1.39613 2.57951
H 6.72194 1.49283 0.15441
H 5.17304 0.34673 -1.42129
H 3.30474 -0.95777 -0.53709
C 0.64584 2.54143 -5.50599
C -0.28656 1.56623 -5.19749
C -0.70816 1.40563 -3.89299
C -0.19516 2.20963 -2.87609
C 0.73304 3.19623 -3.19529
C 1.13704 3.36373 -4.50699
P -0.55846 1.69943 -1.16329
C 0.38654 2.95343 -0.23459
C -0.08196 4.23623 0.03031
C 0.70604 5.12733 0.73271
C 1.96684 4.75323 1.16751
C 2.44544 3.48373 0.89351
C 1.65644 2.58683 0.19831
C -2.26326 2.27573 -0.83759
C -2.64126 2.46913 0.49211
C -3.95206 2.75203 0.81901
C -4.91486 2.82073 -0.17669
C -4.55226 2.61873 -1.49789
C -3.23606 2.34913 -1.82889
H 1.01544 2.63883 -6.51709
H -0.64826 0.88743 -5.95539
H -1.39266 0.59863 -3.65929
H 1.17174 3.81263 -2.42239
H 1.87654 4.11733 -4.74259
H -1.05876 4.54163 -0.32039
H 0.33874 6.12393 0.93781
H 2.57754 5.45683 1.71531
H 3.43364 3.19433 1.21371
H 2.03184 1.59923 -0.02929
H -1.89176 2.39493 1.26981
H -4.22956 2.90793 1.85341
H -5.94606 3.02063 0.08011
H -5.30136 2.66263 -2.27639
H -2.96056 2.18593 -2.86029
*
```

---

No. 6
# C4H10N3

2 unconnected molecules or ions with the total composition C4H10N3 in a non-equilibrium geometry (wB97M-V/def2-TZVPD, the Open Molecules 2025 dataset).

- Energy above the lowest of the compared OMol25 structures with the same formula, charge and spin: 683.5 kJ/mol
- Frontier orbital gap (spin up / spin down): 7.10 / 8.09 eV
- E: -8767.515 eV
- LUMO level (spin up / spin down): -0.17627 / -0.13252 hartree

Structure (ORCA input):
```
! RIJCOSX wB97M-V def2-TZVPD def2/J DEFGRID3
* xyz 1 1
C -0.59178 -0.70739 -0.28833
C -0.24543 0.75842 -0.44471
C -0.09045 -0.03119 0.83043
C 2.20508 -1.13645 -0.44348
N -1.13026 -1.65184 -0.87290
N 0.12646 0.10194 2.12739
N -1.46910 1.70599 -0.67899
H 0.49948 1.32150 -1.07658
H 2.39709 -1.75643 0.36177
H 2.30326 -0.07650 -0.66322
H 1.99319 -1.69874 -1.41938
H -1.28572 -2.58345 -0.57787
H 0.21448 -0.82098 2.57674
H 0.10948 0.99335 2.55819
H -1.24272 2.64946 -0.36997
H -2.13196 1.42165 -0.02100
H -1.66110 1.51066 -1.59810
*
```